[1]
The ion C6H8O6S with charge -2 at a distorted geometry. Source: the Open Molecules 2025 dataset; level of theory: ωB97M-V/def2-TZVPD.

Calculated values
SMILES: CCC(=O)O[S@](=O)([O-])=C(C)C(=O)[O-]
Total charge: -2
Frontier orbital gap (eV): 6.1583
HOMO level (eV): -0.3
Energy above the lowest of the compared OMol25 structures with the same formula, charge and spin (kJ/mol): 25.3

Positions of all 21 atoms, in Å:
C 0.22666 1.23128 -1.02486
C -2.54758 -1.20148 -0.55674
C 2.69112 1.39293 -0.39858
C -0.54647 -1.97230 0.71280
C 1.40866 0.52225 -0.44863
C -1.12019 -0.80039 -0.09730
O -2.79164 -2.45971 -0.44978
O -0.43984 1.92694 -0.12670
O 0.00745 1.39366 -2.21961
O -3.33479 -0.34621 -0.98559
O -2.41682 1.14604 1.28739
O -0.18547 0.64704 2.06439
S -1.19967 0.55378 0.96925
H 3.12891 1.21626 0.60424
H 3.35506 1.24013 -1.25904
H 2.53285 2.45434 -0.36381
H -0.16680 -2.84542 0.11105
H -1.39015 -2.25036 1.50461
H 0.22137 -1.54991 1.32768
H 1.06070 0.03112 0.43320
H 1.50664 -0.32999 -1.08398



[2]
A cluster of 13 separate species, C39H107N3O16 in total at a distorted geometry. Source: the Open Molecules 2025 dataset; level of theory: ωB97M-V/def2-TZVPD.

Calculated values
Frontier orbital gap (eV): 8.9635
HOMO level (eV): -8.9

Positions of all 165 atoms, in Å:
C -2.29910 2.56482 3.28999
C -3.77901 2.44177 3.10822
C -4.45516 3.62717 2.40593
O -4.44447 4.85145 3.04350
C -5.15717 4.99030 4.26643
N -3.99152 1.24152 2.41618
H -2.15827 3.49882 3.83397
H -1.72529 2.69833 2.37293
H -1.92988 1.72620 3.88034
H -4.28522 2.34560 4.06874
H -5.49555 3.34500 2.24453
H -4.08218 3.62576 1.38173
H -6.23028 4.90572 4.09501
H -4.95343 5.91289 4.80995
H -4.91539 4.11404 4.86793
H -3.57529 0.39842 2.78499
H -4.99846 1.18276 2.46835
C 2.55668 4.93451 -3.28850
C 1.58460 3.98329 -4.04140
C 0.09007 4.25588 -3.78704
O -0.35846 4.38456 -2.40609
C -1.63981 4.90999 -2.18232
N 1.97742 4.00065 -5.43698
H 3.60662 4.66792 -3.40957
H 2.30690 4.81360 -2.23442
H 2.37455 5.94054 -3.66642
H 1.75003 2.99711 -3.60761
H -0.51964 3.54007 -4.33837
H -0.06733 5.19593 -4.31585
H -1.86818 5.14333 -1.14237
H -2.38300 4.12570 -2.32608
H -1.85320 5.78129 -2.80152
H 2.97436 3.92302 -5.57900
H 1.94890 4.95642 -5.76223
C -1.51482 1.46816 -0.68569
C -1.17327 -0.00039 -0.59213
C 0.22011 -0.32931 0.05236
O 1.23089 0.24198 -0.73356
C 2.52297 -0.20684 -0.28803
N -2.20920 -0.70069 0.14128
H -2.45001 1.54705 -1.24003
H -0.70390 2.07204 -1.09292
H -1.76231 1.86972 0.29696
H -1.05196 -0.52739 -1.53852
H 0.34399 -1.40587 0.16974
H 0.22943 0.05460 1.07247
H 2.81549 0.43416 0.54363
H 3.22102 0.08390 -1.07307
H 2.50844 -1.27642 -0.07853
H -2.26717 -1.49132 -0.48453
H -3.02317 -0.12591 -0.02358
C -3.22536 -5.41337 0.39670
C -3.70318 -4.19103 -0.44718
C -4.60768 -3.25957 0.42789
O -2.64314 -3.54836 -1.11839
H -4.10801 -5.73874 0.94732
H -2.36816 -5.21975 1.04153
H -3.02877 -6.26984 -0.24821
H -4.32168 -4.66255 -1.21087
H -3.83171 -2.66271 0.90720
H -5.10609 -3.91799 1.13934
H -5.35383 -2.73269 -0.16689
H -2.79688 -3.75226 -2.04381
C 5.18428 2.97029 0.66190
C 5.97117 3.97537 1.53453
C 6.36299 5.25455 0.83990
O 5.37701 4.34635 2.72247
H 4.37229 3.45927 0.12368
H 4.72448 2.08445 1.10004
H 5.87135 2.50403 -0.04425
H 6.89893 3.42449 1.68908
H 6.81336 5.92492 1.57194
H 5.57612 5.80195 0.32097
H 7.07793 4.92899 0.08428
H 4.80239 3.63041 3.00326
C 5.52758 -2.87507 -0.58337
C 6.14805 -4.09147 0.17015
C 5.79470 -5.35892 -0.60644
O 7.49624 -3.96580 0.18048
H 5.55680 -1.92861 -0.04350
H 4.49286 -3.11203 -0.83100
H 6.16955 -2.79728 -1.46082
H 5.54006 -4.07120 1.07461
H 6.13327 -5.36674 -1.64249
H 4.75600 -5.67725 -0.69512
H 6.28276 -6.21660 -0.14354
H 7.84845 -4.84895 0.04781
C 2.10945 -4.89691 1.26019
C 0.92453 -4.76552 0.36425
C 0.47712 -6.11420 -0.18545
O -0.14801 -4.01836 1.01599
H 1.79433 -5.12521 2.27837
H 2.74557 -4.01187 1.24772
H 2.78968 -5.68061 0.92672
H 1.20805 -4.18483 -0.51353
H -0.21455 -5.89625 -0.99920
H -0.19782 -6.60059 0.51881
H 1.28165 -6.72817 -0.59027
H -0.85079 -4.04482 0.36253
C -5.19052 1.59727 -4.62931
C -3.99007 0.98446 -5.37421
C -2.74522 0.86627 -4.45906
O -4.19376 -0.33799 -5.86691
H -6.04059 1.42028 -5.28821
H -5.17936 2.66282 -4.40003
H -5.37325 0.99903 -3.73666
H -3.74664 1.70091 -6.15877
H -2.92019 0.48240 -3.45401
H -2.25261 1.79255 -4.16337
H -1.92319 0.26280 -4.84400
H -4.79295 -0.80211 -5.27770
C 4.66793 -1.94858 4.44427
C 3.95914 -1.44449 3.20948
C 2.45832 -1.35181 3.41385
O 4.47644 -0.13925 2.93055
H 3.99321 -2.42786 5.15360
H 5.16132 -1.10979 4.93528
H 5.47734 -2.62741 4.17568
H 4.07788 -2.12685 2.36782
H 1.98734 -0.49675 2.92892
H 2.20528 -1.26654 4.47064
H 2.05233 -2.32551 3.13968
H 4.12347 0.49662 3.55719
C 2.68288 -2.51067 -3.84372
C 1.85847 -3.78296 -3.52897
C 0.37754 -3.46847 -3.22896
O 1.88232 -4.61574 -4.65585
H 2.55387 -1.71518 -3.10979
H 2.22464 -1.92825 -4.64304
H 3.75440 -2.62551 -4.00730
H 2.33914 -4.30063 -2.69886
H -0.21283 -2.82161 -3.87790
H 0.35870 -2.98222 -2.25361
H -0.10117 -4.39902 -2.92397
H 1.26749 -4.18744 -5.25596
C -6.80995 0.67447 0.31827
C -5.85300 1.39346 -0.59254
O -4.57218 1.07894 -0.26623
O -6.87637 1.41930 1.60156
H -6.48153 -0.36453 0.34503
H -7.84053 0.70358 -0.03552
H -6.02958 2.46820 -0.54956
H -6.21282 0.92438 -1.50828
H -4.43449 1.08181 0.68384
H -7.13483 0.76814 2.25790
C 0.62349 4.94100 0.90452
C 1.62569 5.35299 2.02039
O 1.88802 4.21875 2.82523
O 1.11123 4.05304 -0.02413
H 0.18911 5.84618 0.48018
H -0.23219 4.45694 1.37526
H 1.36537 6.23597 2.60407
H 2.57904 5.66371 1.59299
H 2.07011 3.48668 2.23149
H 0.67720 4.08731 -0.87972
C -1.46634 -2.28847 3.60094
C -0.93932 -3.57292 4.25335
O -0.87322 -4.77886 3.44058
O -2.90594 -2.34428 3.67394
H -1.05083 -1.93834 2.65602
H -1.18634 -1.48875 4.28662
H -1.39956 -3.83022 5.20733
H 0.02943 -3.27110 4.65150
H -0.50374 -4.57644 2.57796
H -3.17774 -3.21528 3.37547



[3]
A structure of composition C23H46NNbO5PS3Tm at a distorted geometry. Source: the Open Molecules 2025 dataset; level of theory: ωB97M-V/def2-TZVPD.

Calculated values
Total charge: +2
Frontier orbital gap (spin up / spin down) (eV): 1.9414 / 1.9777
Spin multiplicity: 3
HOMO level (spin up / spin down) (eV): -11.6 / -11.6

Positions of all 81 atoms, in Å:
C -1.66076 0.22015 2.21339
C -1.58212 0.55388 1.03329
Nb -1.73474 1.20582 -1.16225
C -3.30712 2.78750 -0.63809
C -0.16347 2.78818 -0.78748
C -0.06637 3.14957 0.72143
C 0.68271 4.50758 0.96477
C 0.48025 4.91519 2.45460
C 0.78558 3.72715 3.47242
O 2.08609 3.20258 3.37764
C 2.08213 1.76196 3.28647
C -0.03919 -0.27543 -1.57303
C 1.16576 -0.18312 -0.59392
C 1.40388 -1.57977 0.07338
S 1.95810 -2.83367 -1.13910
C 3.10012 -3.83582 -0.09450
S 2.50347 -5.03575 0.85416
N 4.51240 -3.56508 -0.07943
C 4.86633 -2.63809 -1.16564
C 6.43191 -2.48319 -1.16987
O 6.98015 -2.56438 0.13258
C 6.10023 -1.99801 1.07541
C 4.88025 -2.96058 1.22897
O -3.23868 -0.12178 -1.37689
C -3.14944 -1.27975 -2.19552
C -3.42960 -2.54951 -1.30302
C -2.14347 -3.31831 -0.91902
C -4.34742 -2.22001 -0.09773
C -5.74097 -1.69158 -0.59204
C -4.65128 -3.47309 0.79772
P -1.82981 1.99214 -3.64330
O -0.53883 3.04652 -3.87384
O -3.17059 2.89807 -3.98839
S -1.60452 0.53214 -4.89587
H -1.61619 0.13009 3.28453
H -4.20636 2.19650 -0.38563
H -3.56203 3.43896 -1.48630
H -3.03592 3.39057 0.24019
H 0.82511 2.55196 -1.21960
H -0.48608 3.72322 -1.29022
H -1.05106 3.25632 1.20290
H 0.49034 2.38187 1.27908
H 1.73642 4.46238 0.67025
H 0.12181 5.25882 0.38512
H -0.56074 5.24365 2.66218
H 1.17010 5.79832 2.71439
H -0.00764 2.97376 3.33156
H 0.65036 4.07224 4.57893
H 2.18523 1.46691 2.23029
H 2.93930 1.32295 3.81685
H 1.17821 1.29122 3.69945
H -0.37140 -1.32209 -1.64537
H 0.32925 0.00679 -2.58057
H 2.07417 0.01695 -1.19156
H 1.05093 0.52533 0.23403
H 0.47616 -1.84756 0.60186
H 2.23456 -1.42694 0.78274
H 4.47099 -1.61889 -1.00229
H 4.55283 -3.03491 -2.13874
H 6.62127 -1.46128 -1.55477
H 6.88413 -3.24469 -1.81188
H 6.60718 -1.83955 2.03322
H 5.75836 -1.00654 0.71276
H 5.22376 -3.76052 1.90435
H 4.02663 -2.47572 1.73349
H -4.01230 -1.24621 -2.89112
H -2.26729 -1.39841 -2.83621
H -4.02518 -3.23448 -1.93794
H -1.38683 -3.34066 -1.72026
H -2.35161 -4.33260 -0.55324
H -1.65454 -2.80886 -0.06043
H -3.89606 -1.47530 0.57877
H -6.51205 -1.90159 0.15664
H -5.63505 -0.60527 -0.75518
H -5.98004 -2.12641 -1.57370
H -5.62528 -3.90001 0.52303
H -3.85108 -4.22132 0.81901
H -4.75066 -3.10873 1.83597
H 0.15574 2.55308 -4.32132
H -3.77113 2.36165 -4.52092
Tm 1.15408 5.65987 5.03159



Question: Number 3 is which compound?
Answer: C23H46NNbO5PS3Tm